(1)
Density functional theory data (ωB97M-V with the def2-TZVPD basis set) for a single C21H27NO5S molecule.

Summary:
HOMO energy in Ha: -0.3020
Gap between HOMO and LUMO in Ha: 0.328
Spin multiplicity: 1
Molecular weight in g mol⁻¹: 405.52
Net charge: 0
Energy relative to the best compared isomer or geometry (same formula, charge and spin) in kcal/mol: 11.83

Atoms and positions in Å:
1 C 3.57 -1.13 4.59
2 C 3.55 -0.19 3.38
3 O 3.09 -0.83 2.21
4 C 1.77 -1.18 2.08
5 C 0.77 -0.70 2.91
6 C -0.56 -1.01 2.70
7 C -0.93 -1.83 1.64
8 C -2.38 -2.08 1.34
9 N -3.03 -0.86 0.90
10 C -3.23 -0.59 -0.40
11 O -3.00 -1.38 -1.31
12 C -3.83 0.79 -0.67
13 C -2.80 1.71 -1.28
14 S -1.39 1.96 -0.14
15 O -0.87 3.29 -0.36
16 O -1.83 1.67 1.21
17 C -0.11 0.72 -0.58
18 C 0.28 0.85 -2.01
19 C -0.36 0.04 -2.95
20 C -0.07 0.14 -4.29
21 C 0.88 1.05 -4.72
22 C 1.54 1.84 -3.79
23 C 1.25 1.76 -2.43
24 C 1.98 2.62 -1.46
25 C 0.07 -2.34 0.83
26 C 1.42 -2.04 1.02
27 O 2.25 -2.61 0.11
28 C 3.64 -2.64 0.30
29 H 3.97 -0.60 5.45
30 H 4.20 -1.98 4.38
31 H 2.57 -1.48 4.82
32 H 2.96 0.71 3.60
33 H 4.57 0.12 3.14
34 H 1.01 -0.04 3.73
35 H -1.31 -0.60 3.36
36 H -2.49 -2.82 0.54
37 H -2.90 -2.44 2.24
38 H -2.97 -0.07 1.53
39 H -4.20 1.22 0.26
40 H -4.66 0.67 -1.36
41 H -3.19 2.71 -1.47
42 H -2.37 1.31 -2.20
43 H -0.57 -0.24 -0.37
44 H 0.70 0.91 0.11
45 H -1.09 -0.69 -2.61
46 H -0.57 -0.49 -5.01
47 H 1.12 1.14 -5.77
48 H 2.28 2.55 -4.13
49 H 2.52 2.01 -0.73
50 H 2.70 3.26 -1.97
51 H 1.28 3.25 -0.92
52 H -0.17 -2.98 -0.01
53 H 4.02 -3.27 -0.51
54 H 3.91 -3.08 1.26
55 H 4.09 -1.65 0.22



(2)
Density functional theory data (ωB97M-V with the def2-TZVPD basis set) for 6 unconnected molecules or ions with the total composition C26H47BO21S.

Summary:
HOMO energy in Ha: -0.3922
Gap between HOMO and LUMO in Ha: 0.339
Spin multiplicity: 1
Molecular weight in g mol⁻¹: 738.52
Net charge: 0
Energy relative to the best compared isomer or geometry (same formula, charge and spin) in kcal/mol: 0.00

Atoms and positions in Å:
1 C 6.87 2.53 6.94
2 B 5.87 3.26 5.96
3 O 5.75 2.94 4.65
4 C 4.94 4.41 6.53
5 C 3.61 4.43 6.70
6 S 2.42 3.19 6.25
7 C 2.94 1.71 7.06
8 O 2.56 2.98 4.83
9 O 1.15 3.61 6.77
10 C 3.24 5.76 7.33
11 O 2.30 6.04 7.99
12 O 4.33 6.58 7.12
13 C 5.43 5.73 7.03
14 O 6.51 6.05 7.40
15 H 7.04 3.14 7.83
16 H 6.42 1.59 7.28
17 H 7.82 2.34 6.45
18 H 6.09 2.05 4.48
19 H 3.81 1.87 7.69
20 H 3.14 0.97 6.29
21 H 2.11 1.37 7.69
22 C -0.03 -3.21 2.49
23 C 1.39 -2.88 2.09
24 O 1.46 -1.72 1.25
25 C 1.37 -0.55 1.87
26 O 1.28 -0.38 3.06
27 O 1.41 0.41 0.95
28 C 1.26 1.75 1.44
29 H -0.66 -3.31 1.60
30 H -0.06 -4.14 3.04
31 H -0.45 -2.42 3.11
32 H 1.82 -3.69 1.50
33 H 2.03 -2.74 2.97
34 H 1.96 1.95 2.24
35 H 0.24 1.90 1.79
36 H 1.46 2.40 0.60
37 C -1.62 -5.38 -3.43
38 C -1.64 -4.20 -4.38
39 O -1.85 -2.96 -3.70
40 C -0.78 -2.45 -3.09
41 O 0.33 -2.94 -3.09
42 O -1.13 -1.33 -2.49
43 C -0.09 -0.68 -1.73
44 H -2.53 -5.38 -2.82
45 H -1.57 -6.31 -3.98
46 H -0.77 -5.32 -2.76
47 H -2.48 -4.29 -5.07
48 H -0.73 -4.15 -4.97
49 H 0.79 -0.54 -2.35
50 H 0.16 -1.27 -0.86
51 H -0.49 0.28 -1.43
52 C -4.21 1.06 -1.19
53 C -4.22 2.20 -2.18
54 O -4.38 3.47 -1.52
55 C -3.28 3.95 -0.95
56 O -2.19 3.44 -0.95
57 O -3.59 5.11 -0.36
58 C -2.51 5.73 0.35
59 H -5.10 1.08 -0.56
60 H -4.17 0.10 -1.71
61 H -3.34 1.12 -0.53
62 H -5.06 2.11 -2.86
63 H -3.31 2.21 -2.78
64 H -1.64 5.83 -0.29
65 H -2.26 5.14 1.23
66 H -2.87 6.71 0.64
67 C 3.45 -3.23 -2.58
68 C 3.72 -2.44 -3.84
69 O 4.96 -1.72 -3.78
70 C 6.05 -2.44 -4.02
71 O 6.09 -3.61 -4.31
72 O 7.12 -1.64 -3.89
73 C 8.37 -2.30 -4.09
74 H 3.51 -2.59 -1.71
75 H 2.46 -3.68 -2.63
76 H 4.19 -4.03 -2.46
77 H 2.96 -1.67 -3.97
78 H 3.71 -3.07 -4.72
79 H 8.39 -2.83 -5.04
80 H 8.57 -2.99 -3.27
81 H 9.12 -1.51 -4.09
82 C -10.25 -0.41 -4.85
83 C -9.96 -0.52 -3.37
84 O -9.11 -1.63 -3.07
85 C -7.81 -1.44 -3.31
86 O -7.31 -0.42 -3.71
87 O -7.16 -2.56 -3.01
88 C -5.76 -2.51 -3.27
89 H -10.65 -1.35 -5.23
90 H -10.98 0.38 -5.04
91 H -9.34 -0.18 -5.41
92 H -10.88 -0.71 -2.82
93 H -9.52 0.40 -2.98
94 H -5.31 -1.64 -2.79
95 H -5.57 -2.47 -4.35
96 H -5.32 -3.41 -2.86



(3)
Density functional theory data (ωB97M-V with the def2-TZVPD basis set) for a molecular structure, C4H6O2Yb at a distorted geometry.

Summary:
HOMO energy (spin up / spin down) in Ha: -0.8538 / -0.8538
Gap between HOMO and LUMO (spin up / spin down) in Ha: 0.339 / 0.316
Spin multiplicity: 2
Molecular weight in g mol⁻¹: 259.13
Net charge: +3
Energy relative to the best compared isomer or geometry (same formula, charge and spin) in kcal/mol: 51.15
⟨S²⟩: 0.7553

Atoms and positions in Å:
1 C 1.03 -0.41 -0.68
2 O 1.79 -1.50 -0.61
3 H 1.53 0.43 -1.16
4 H 1.47 -2.14 0.05
5 C -0.24 1.83 1.61
6 C -0.69 1.18 0.44
7 C -0.17 -0.18 0.12
8 O -0.33 -0.58 -1.28
9 Yb -1.53 -2.07 -2.59
10 H -0.23 1.16 2.49
11 H -0.44 1.94 -0.34
12 H -1.74 1.32 1.14
13 H -0.47 -0.98 0.81



(4)
Density functional theory data (ωB97M-V with the def2-TZVPD basis set) for 2 unconnected molecules or ions with the total composition C6H10N2O.

Summary:
HOMO energy in Ha: -0.3596
Gap between HOMO and LUMO in Ha: 0.376
Spin multiplicity: 1
Molecular weight in g mol⁻¹: 126.16
Net charge: 0
Energy relative to the best compared isomer or geometry (same formula, charge and spin) in kcal/mol: 35.36

Atoms and positions in Å:
1 C -1.75 -1.01 -0.50
2 C -1.07 -1.72 0.48
3 N -1.11 -1.37 1.78
4 C -1.85 -0.29 2.06
5 C -2.54 0.42 1.07
6 N -2.49 0.07 -0.22
7 H -1.70 -1.32 -1.56
8 H -0.46 -2.60 0.22
9 H -1.91 0.01 3.11
10 H -3.14 1.30 1.33
11 C 1.43 1.28 -1.71
12 O 1.97 0.02 -1.34
13 C 2.57 0.09 -0.07
14 H 0.98 1.17 -2.71
15 H 2.21 2.05 -1.76
16 H 0.65 1.61 -1.00
17 H 3.40 0.82 -0.05
18 H 1.84 0.37 0.71
19 H 2.97 -0.91 0.17



- Which value of spin multiplicity does entry 2 give?
  1